12
Properties=species:S:1:pos:R:3:mulliken_charge:R:1 method="wB97M-V/def2-TZVPD" e_lumo_ha=0.131 homo_energy_ha=-0.08779 charge=-1 gap_ev=5.9428 e_above_lowest_kj_mol=276.43
C -1.49156 1.64250 -1.42400 0.2017
O -2.38388 2.20844 -2.16828 -0.5229
H -1.29778 0.58518 -1.04687 0.0608
H 2.00411 -0.99907 -6.93296 -0.0060
H -0.52353 2.08797 -1.36720 0.1984
C 0.89788 -2.61158 1.39947 -0.7525
S 0.65066 -1.00714 0.43898 -0.1980
S 0.46876 0.77725 1.44591 -0.6624
H 0.47473 -2.58354 2.40720 0.2882
H 1.92686 -3.09776 1.14640 0.2007
H 0.17508 -3.23777 0.83057 0.1858
H 1.96296 -0.92984 -7.70189 0.0061

=====

10
Properties=species:S:1:pos:R:3:mulliken_charge:R:1 method="wB97M-V/def2-TZVPD" e_lumo_ha=0.041 homo_energy_ha=-0.32249 gap_ev=9.8879 e_above_lowest_kj_mol=258.67
C 1.29791 0.20343 -0.13233 -0.8213
C -0.45498 -0.74623 0.49155 -0.6332
P -1.83127 0.11764 -0.32149 -0.0830
H 1.80902 -0.60355 -0.54741 0.2892
H 0.79852 0.93509 -0.73975 0.3197
H 1.67150 0.55627 0.83526 0.2465
H -0.54325 -0.43339 1.43438 0.3037
H -0.26876 -1.89336 0.44786 0.3375
H -1.11964 0.44063 -1.54698 0.0159
H -1.35905 1.42348 0.07892 0.0250

=====

12
Properties=species:S:1:pos:R:3:mulliken_charge:R:1 method="wB97M-V/def2-TZVPD" smiles="S=[PH2]S.C=C" e_lumo_ha=0.005 homo_energy_ha=-0.32376 gap_ev=8.9537 e_above_lowest_kj_mol=198.96
S -0.88136 0.88983 -2.85229 -0.3761
P -1.43240 -0.38509 -1.35919 0.2254
S 0.11357 -1.77914 -0.86137 -0.1712
H -2.64710 -1.03429 -1.32408 0.1203
H -1.67904 0.30185 -0.25152 0.0492
H -0.60925 -2.75027 -1.44421 0.1688
C 0.60473 1.09636 1.27759 -0.5039
C 1.73466 0.48249 1.55968 -0.5732
H -0.20507 1.23611 1.87415 0.3218
H 0.37453 1.25752 0.17793 0.1621
H 2.29469 0.30825 2.47698 0.2817
H 2.33206 0.37637 0.72633 0.2950

=====

12
Properties=species:S:1:pos:R:3:mulliken_charge:R:1 method="wB97M-V/def2-TZVPD" smiles=CSPCS e_lumo_ha=0.027 homo_energy_ha=-0.29572 gap_ev=8.7695 e_above_lowest_kj_mol=149.88
C -2.03391 0.07148 -0.49288 -0.7593
S -1.16252 1.02473 0.68293 -0.1150
P 0.08533 -0.41773 1.52678 0.0488
C 1.50876 -0.72613 -0.05384 -0.6168
S 2.74685 0.57190 -0.30950 -0.1489
H -1.34549 -0.26018 -1.20031 0.2619
H -2.64176 0.82758 -0.96008 0.2933
H -2.76763 -0.73776 -0.18171 0.2885
H 0.86847 0.51413 2.30106 0.0758
H 0.77332 -0.79207 -0.96908 0.1897
H 2.03023 -1.56205 0.33465 0.3822
H 1.93833 1.48610 -0.67802 0.0998

=====

Let's list largest force on an atom in order: 5.6 5.7 3.7 4.0 eV/Å.